{
  "formula": "C6H16O2",
  "method": "ωB97M-V with the def2-TZVPD basis set",
  "symbols": ["C", "C", "C", "C", "C", "C", "H", "H", "H", "H", "H", "H", "H", "H", "H", "H", "H", "H", "O", "H", "H", "O", "H", "H"],
  "coordinates": [[2.38253, 0.83621, -2.29401], [1.10637, 0.53706, -2.14371], [0.51456, -0.84114, -2.27449], [-0.99741, -0.85047, -1.99975], [-1.37631, -0.76827, -0.50448], [-1.12149, -2.10153, 0.20112], [3.18673, 0.16071, -2.58343], [2.74225, 1.84364, -2.14138], [0.45614, 1.35252, -1.83652], [0.61315, -1.18906, -3.28993], [1.07106, -1.49042, -1.59115], [-1.42912, -0.00451, -2.52175], [-1.47514, -1.72172, -2.42825], [-2.41826, -0.47717, -0.41228], [-0.74895, -0.00846, -0.05126], [-1.55693, -2.15282, 1.19172], [-0.04189, -2.24661, 0.26098], [-1.52276, -2.96633, -0.33288], [2.12754, -0.57429, 4.26707], [3.07400, -0.70796, 4.09917], [1.87483, -1.43220, 4.64755], [-2.42005, 5.04215, 4.16834], [-1.46929, 5.00919, 4.30468], [-2.57156, 4.75152, 3.26466]],
  "charge": 0,
  "gap_ev": 10.395,
  "smiles": "C=CCCCC.O.O"
}

---

{
  "formula": "C9H8N2O",
  "method": "ωB97M-V with the def2-TZVPD basis set",
  "symbols": ["C", "N", "C", "N", "C", "C", "C", "C", "C", "C", "C", "O", "H", "H", "H", "H", "H", "H", "H", "H"],
  "coordinates": [[-3.19642, 0.05185, 0.03827], [-1.79274, -0.13264, 0.12846], [-1.33151, -1.44961, -0.08335], [-0.12113, -1.83810, -0.03179], [0.85875, -0.82597, 0.03535], [2.18565, -1.22354, 0.01282], [3.06293, -0.17153, -0.01410], [2.71026, 1.15097, 0.00108], [1.35780, 1.47840, 0.11748], [0.38240, 0.43041, -0.02117], [-0.95480, 0.90592, 0.04334], [-1.39875, 2.02831, -0.14768], [-3.64155, -0.59298, -0.69555], [-3.35674, 1.03388, -0.23313], [-3.65911, -0.23373, 1.00945], [-2.16007, -2.22149, -0.07032], [2.46376, -2.33112, -0.09003], [4.13082, -0.35931, -0.01550], [3.52441, 1.87073, -0.10128], [0.93606, 2.42955, 0.11766]],
  "charge": 0,
  "gap_ev": 9.491,
  "smiles": "Cn1cnc2ccccc2c1=O"
}

---

{
  "formula": "C16H24AgIO12",
  "method": "ωB97M-V with the def2-TZVPD basis set",
  "symbols": ["Ag", "I", "C", "C", "C", "O", "C", "O", "O", "H", "H", "H", "H", "H", "H", "C", "C", "C", "O", "C", "O", "O", "H", "H", "H", "H", "H", "H", "C", "C", "C", "O", "C", "O", "O", "H", "H", "H", "H", "H", "H", "C", "C", "C", "O", "C", "O", "O", "H", "H", "H", "H", "H", "H"],
  "coordinates": [[9.38714, -12.61462, 8.89572], [8.12917, -10.10134, 9.00102], [8.24158, -13.77073, 15.24511], [8.97724, -14.61071, 14.20103], [8.14778, -15.68007, 13.54625], [8.17695, -15.27192, 12.16370], [8.76487, -14.10008, 11.96943], [8.81171, -13.53220, 10.87576], [9.27539, -13.72542, 13.10557], [7.52039, -13.06187, 14.83826], [8.94047, -13.25792, 15.90592], [7.73691, -14.35061, 16.01786], [9.81600, -15.05705, 14.73522], [7.11656, -15.64456, 13.89755], [8.55907, -16.65856, 13.79421], [5.43162, -17.38542, 10.22564], [5.86047, -16.71767, 8.86564], [4.78362, -15.99254, 8.17142], [5.38819, -14.73264, 7.91778], [6.56859, -14.61606, 8.40337], [7.41735, -13.70605, 8.26457], [6.79771, -15.71139, 9.13064], [5.22033, -16.60461, 10.95627], [6.14404, -18.01275, 10.76137], [4.57759, -18.05549, 10.12691], [6.25633, -17.42989, 8.14166], [3.81441, -15.96915, 8.66960], [4.49043, -16.39421, 7.20147], [11.57069, -18.50041, 6.21085], [10.58064, -17.99100, 7.23491], [11.01142, -17.96174, 8.70294], [10.69200, -16.65808, 9.14102], [10.41724, -15.92682, 8.14589], [10.20545, -14.65804, 8.19771], [10.38339, -16.63967, 7.03643], [12.53527, -17.99661, 6.14868], [11.17817, -18.22935, 5.23077], [11.64897, -19.58634, 6.15857], [9.63136, -18.52396, 7.18091], [12.05927, -18.23215, 8.83331], [10.44876, -18.65865, 9.32408], [12.60863, -12.23943, 3.14645], [11.11660, -12.00073, 3.55534], [10.21483, -13.21026, 3.34152], [9.33972, -13.06177, 4.44411], [9.89042, -12.32407, 5.37663], [9.61439, -12.38131, 6.58120], [11.03740, -11.80818, 4.93010], [12.77643, -12.17707, 2.07125], [12.81491, -13.24912, 3.50151], [13.13452, -11.44099, 3.66992], [10.72733, -11.12789, 3.03119], [10.79721, -14.13148, 3.32421], [9.65867, -13.09050, 2.41176]],
  "charge": 1,
  "multiplicity": 2,
  "gap_ev": [9.793, 6.174]
}

---

{
  "formula": "C6H11NO",
  "method": "ωB97M-V with the def2-TZVPD basis set",
  "symbols": ["H", "N", "C", "O", "C", "C", "C", "C", "C", "H", "H", "H", "H", "H", "H", "H", "H", "H", "H"],
  "coordinates": [[-3.82384, 1.24289, 0.29782], [-2.83750, 1.35307, -0.09436], [-2.30012, 0.24117, -0.11374], [-2.33784, -1.05242, -0.10634], [-0.95976, -0.60868, -0.47291], [0.18803, -0.63858, 0.53972], [1.11093, -1.73373, 0.07519], [0.85884, 0.74370, 0.74431], [1.10894, 1.45324, -0.61281], [-0.87328, -0.91962, -1.53315], [-0.19758, -1.04980, 1.49546], [1.96553, -1.85629, 0.86219], [1.69549, -1.70231, -0.91747], [0.34460, -2.59786, -0.02830], [1.91227, 0.46338, 1.14469], [0.38160, 1.56532, 1.44686], [1.85863, 2.31261, -0.36211], [0.29605, 1.97655, -1.11192], [1.60900, 0.80735, -1.25312]],
  "charge": 0,
  "gap_ev": 10.389,
  "smiles": "[H]/N=C1\\O[C@@H]1[C@@H](C)CC"
}

---

{
  "formula": "C4H7BN2O",
  "method": "ωB97M-V with the def2-TZVPD basis set",
  "symbols": ["C", "B", "O", "C", "C", "N", "N", "C", "H", "H", "H", "H", "H", "H", "H"],
  "coordinates": [[-1.51179, 0.94164, -0.16066], [-0.50888, -0.24868, 0.12850], [-1.23176, -1.91351, 0.38658], [0.98566, -0.22816, 0.13668], [1.71716, 0.83204, -0.30413], [2.97906, 0.46595, -0.39608], [3.09703, -0.80449, -0.12023], [1.89398, -1.26011, 0.26000], [-2.42498, 0.49855, -0.54891], [-0.96164, 1.52404, -0.96157], [-1.69359, 1.64542, 0.69410], [-2.14233, -1.66141, 0.65962], [1.30386, 1.75412, -0.64523], [3.93360, -1.34153, -0.20473], [1.73646, -2.28019, 0.38808]],
  "charge": 0,
  "gap_ev": 10.249,
  "smiles": "CB(O)c1cn[nH]c1"
}

---

{
  "formula": "C36H57F17O8PS",
  "method": "ωB97M-V with the def2-TZVPD basis set",
  "symbols": ["C", "C", "C", "C", "C", "C", "C", "P", "C", "C", "C", "F", "F", "C", "F", "F", "C", "F", "F", "C", "F", "F", "C", "F", "F", "C", "F", "F", "C", "F", "F", "C", "F", "F", "F", "C", "O", "C", "O", "C", "O", "C", "C", "C", "C", "C", "C", "S", "C", "O", "O", "H", "H", "H", "H", "H", "H", "H", "H", "H", "H", "H", "H", "H", "H", "H", "H", "H", "H", "H", "H", "H", "H", "H", "H", "H", "H", "H", "H", "H", "H", "H", "H", "H", "C", "C", "C", "O", "H", "H", "H", "H", "H", "H", "H", "H", "C", "C", "C", "O", "H", "H", "H", "H", "H", "H", "H", "H", "C", "C", "C", "O", "H", "H", "H", "H", "H", "H", "H", "H"],
  "coordinates": [[1.15768, -5.41398, 1.53219], [2.58048, -5.02357, 1.07919], [2.61707, -4.00283, -0.04637], [1.80984, -2.74383, 0.24332], [1.85341, -1.71330, -0.90034], [2.00408, -0.22825, -0.42719], [0.76073, 0.57334, -0.81591], [0.56560, 2.43198, -0.44541], [-1.06123, 2.42298, -1.49873], [-2.24253, 1.72523, -0.83629], [-3.06387, 0.93307, -1.83160], [-3.27854, 1.65981, -2.95718], [-2.45046, -0.22446, -2.16540], [-4.48461, 0.60344, -1.28408], [-5.18692, 1.74353, -1.23012], [-4.35561, 0.14652, -0.02544], [-5.23774, -0.47164, -2.11758], [-4.92400, -1.68114, -1.60032], [-4.80305, -0.44958, -3.37760], [-6.80087, -0.42637, -2.16894], [-7.15710, -1.08689, -3.28960], [-7.27137, 0.81497, -2.27636], [-7.59408, -1.16052, -1.03672], [-7.49511, -2.47789, -1.17507], [-8.88860, -0.82601, -1.25722], [-7.28730, -0.76341, 0.43000], [-6.28023, -1.53465, 0.87020], [-6.95986, 0.52183, 0.50226], [-8.47780, -1.02008, 1.39287], [-9.04409, -2.19823, 1.11936], [-9.38249, -0.04942, 1.27047], [-8.01619, -1.05994, 2.89453], [-7.65608, -2.28220, 3.23635], [-9.05041, -0.72171, 3.65749], [-7.03173, -0.22631, 3.13984], [1.57484, 3.07078, -1.91903], [2.30820, 2.05432, -2.55751], [3.27622, 2.54683, -3.43270], [0.28280, 4.18317, -0.04308], [-0.55087, 4.45777, 0.92435], [-0.35278, 4.27139, 2.09234], [-1.86044, 5.04348, 0.48950], [-1.97888, 5.81651, -0.66926], [-3.23953, 6.29770, -1.03841], [-4.38299, 5.99702, -0.27161], [-4.26190, 5.23631, 0.90358], [-2.99946, 4.76501, 1.27763], [2.51257, 2.58874, 0.80133], [2.30649, 1.67379, 2.35092], [3.72725, 2.15716, 0.10438], [2.64848, 3.97570, 1.25743], [0.89659, -4.91779, 2.46307], [0.41300, -5.09673, 0.80962], [1.07178, -6.48166, 1.71059], [3.09162, -4.63013, 1.95675], [3.09004, -5.93798, 0.80108], [3.65142, -3.67064, -0.14681], [2.32580, -4.45242, -0.99580], [2.19215, -2.32721, 1.17631], [0.76851, -2.98971, 0.44128], [0.93145, -1.81466, -1.46618], [2.69202, -1.97877, -1.54065], [2.16430, -0.29192, 0.64243], [2.87556, 0.15772, -0.93281], [-0.06582, 0.09669, -0.27920], [0.55838, 0.34899, -1.85851], [-0.15203, 2.10285, 0.76344], [-1.34039, 3.45130, -1.69193], [-0.80186, 1.99064, -2.46027], [-2.93430, 2.46060, -0.42911], [-1.95892, 1.08008, -0.00940], [0.93502, 3.63266, -2.60321], [2.26737, 3.81242, -1.50429], [4.07531, 1.81496, -3.52439], [3.72765, 3.46843, -3.06504], [2.87284, 2.71879, -4.43548], [-1.09689, 6.00954, -1.25675], [-3.36263, 6.89493, -1.92936], [-5.36246, 6.34404, -0.56580], [-5.12103, 4.99266, 1.50849], [-2.88799, 4.17290, 2.17123], [3.20672, 1.07372, 2.45689], [2.24596, 2.39381, 3.15151], [1.44395, 1.01861, 2.29996], [4.42154, -8.41842, -2.25965], [4.51919, -8.57532, -0.74999], [4.49198, -10.03795, -0.33205], [3.45656, -7.86809, -0.11732], [3.47900, -8.83556, -2.62487], [4.44162, -7.36385, -2.53422], [5.24300, -8.92737, -2.76664], [5.44094, -8.11383, -0.39371], [3.55194, -10.50401, -0.64016], [4.56157, -10.12554, 0.75256], [5.31596, -10.59508, -0.78085], [2.62623, -8.25556, -0.41513], [0.70329, 9.10950, 0.02120], [-0.67355, 9.67967, -0.28870], [-0.91490, 10.98965, 0.44883], [-1.68258, 8.72987, 0.03908], [0.79404, 8.89219, 1.08848], [0.86102, 8.17313, -0.51379], [1.49486, 9.80785, -0.25696], [-0.76550, 9.84696, -1.36343], [-0.87059, 10.82871, 1.52932], [-1.90499, 11.38323, 0.21513], [-0.16855, 11.74015, 0.18196], [-1.62711, 8.54646, 0.98368], [7.95529, -4.98326, 3.28112], [6.62883, -5.03887, 2.53666], [6.19801, -6.47196, 2.26575], [6.72212, -4.31029, 1.31514], [8.74583, -5.44612, 2.68316], [8.24564, -3.94900, 3.46612], [7.89681, -5.50585, 4.23738], [5.86149, -4.53435, 3.12455], [6.93269, -6.98411, 1.63570], [5.24525, -6.48712, 1.73496], [6.08861, -7.03609, 3.19370], [7.39444, -4.73277, 0.77094]],
  "charge": -1,
  "gap_ev": 6.738
}

---

Copy entry 3 word for word.
{
  "formula": "C16H24AgIO12",
  "method": "ωB97M-V with the def2-TZVPD basis set",
  "symbols": ["Ag", "I", "C", "C", "C", "O", "C", "O", "O", "H", "H", "H", "H", "H", "H", "C", "C", "C", "O", "C", "O", "O", "H", "H", "H", "H", "H", "H", "C", "C", "C", "O", "C", "O", "O", "H", "H", "H", "H", "H", "H", "C", "C", "C", "O", "C", "O", "O", "H", "H", "H", "H", "H", "H"],
  "coordinates": [[9.38714, -12.61462, 8.89572], [8.12917, -10.10134, 9.00102], [8.24158, -13.77073, 15.24511], [8.97724, -14.61071, 14.20103], [8.14778, -15.68007, 13.54625], [8.17695, -15.27192, 12.16370], [8.76487, -14.10008, 11.96943], [8.81171, -13.53220, 10.87576], [9.27539, -13.72542, 13.10557], [7.52039, -13.06187, 14.83826], [8.94047, -13.25792, 15.90592], [7.73691, -14.35061, 16.01786], [9.81600, -15.05705, 14.73522], [7.11656, -15.64456, 13.89755], [8.55907, -16.65856, 13.79421], [5.43162, -17.38542, 10.22564], [5.86047, -16.71767, 8.86564], [4.78362, -15.99254, 8.17142], [5.38819, -14.73264, 7.91778], [6.56859, -14.61606, 8.40337], [7.41735, -13.70605, 8.26457], [6.79771, -15.71139, 9.13064], [5.22033, -16.60461, 10.95627], [6.14404, -18.01275, 10.76137], [4.57759, -18.05549, 10.12691], [6.25633, -17.42989, 8.14166], [3.81441, -15.96915, 8.66960], [4.49043, -16.39421, 7.20147], [11.57069, -18.50041, 6.21085], [10.58064, -17.99100, 7.23491], [11.01142, -17.96174, 8.70294], [10.69200, -16.65808, 9.14102], [10.41724, -15.92682, 8.14589], [10.20545, -14.65804, 8.19771], [10.38339, -16.63967, 7.03643], [12.53527, -17.99661, 6.14868], [11.17817, -18.22935, 5.23077], [11.64897, -19.58634, 6.15857], [9.63136, -18.52396, 7.18091], [12.05927, -18.23215, 8.83331], [10.44876, -18.65865, 9.32408], [12.60863, -12.23943, 3.14645], [11.11660, -12.00073, 3.55534], [10.21483, -13.21026, 3.34152], [9.33972, -13.06177, 4.44411], [9.89042, -12.32407, 5.37663], [9.61439, -12.38131, 6.58120], [11.03740, -11.80818, 4.93010], [12.77643, -12.17707, 2.07125], [12.81491, -13.24912, 3.50151], [13.13452, -11.44099, 3.66992], [10.72733, -11.12789, 3.03119], [10.79721, -14.13148, 3.32421], [9.65867, -13.09050, 2.41176]],
  "charge": 1,
  "multiplicity": 2,
  "gap_ev": [9.793, 6.174]
}

---

> Which formula does entry 6 have?

C36H57F17O8PS